1.
ORCA calculation (the ωB97M-V functional and the def2-TZVPD basis) on a molecular structure, C15H29AlBr9O2.

Each line ends with the Mulliken charge.
Element x y z (Å)
C1 1.120 2.665 1.420  -0.49
C2 1.432 2.225 0.339  0.01
C3 1.962 1.590 -0.901  -0.18
Al1 2.242 -0.407 -0.466  -0.04
Br1 2.263 -1.542 -2.619  -0.56
C4 0.692 -1.019 0.695  -0.27
C5 -0.713 -0.789 0.052  0.47
O1 -1.423 0.169 0.942  -0.60
C6 4.071 -0.536 0.451  0.17
O2 4.485 -1.871 0.814  -0.49
C7 3.598 -2.487 1.719  -0.61
H1 1.090 2.837 2.480  0.35
H2 1.234 1.743 -1.716  0.32
H3 2.951 2.005 -1.153  -0.22
H4 0.769 -2.085 0.989  0.25
H5 0.777 -0.449 1.642  0.29
H6 -0.687 -0.405 -0.975  0.31
H7 -1.273 -1.728 0.111  -0.71
H8 -1.589 -0.345 1.743  0.31
H9 4.078 0.167 1.315  0.29
H10 4.835 -0.152 -0.261  -0.30
H11 2.871 -3.090 1.134  0.17
H12 4.155 -3.116 2.437  0.30
H13 2.992 -1.751 2.287  0.26
Br2 -3.303 -0.597 0.112  0.00
C8 -4.075 -1.782 -1.272  -0.36
C9 -5.482 -1.402 -1.665  -0.39
Br3 -6.775 -1.965 -0.316  -0.21
H14 -4.011 -2.796 -0.883  -0.01
H15 -3.402 -1.676 -2.123  0.40
H16 -5.786 -1.918 -2.577  0.41
H17 -5.615 -0.336 -1.799  0.10
Br4 -4.510 2.075 -1.592  -0.14
C10 -4.865 3.009 0.073  -0.58
C11 -4.026 4.254 0.190  -0.59
Br5 -2.186 3.822 0.656  -0.10
H18 -4.689 2.297 0.877  0.33
H19 -5.925 3.259 0.041  0.38
H20 -4.389 4.884 1.001  0.33
H21 -3.994 4.833 -0.729  0.34
Br6 5.788 1.924 -0.917  0.01
C12 6.610 3.573 -1.545  -0.61
C13 5.808 4.779 -1.130  -0.60
Br7 4.221 4.993 -2.237  -0.14
H22 6.718 3.484 -2.622  0.37
H23 7.597 3.594 -1.085  0.32
H24 6.384 5.692 -1.279  0.36
H25 5.470 4.731 -0.099  0.37
Br8 -4.029 -5.858 0.091  -0.17
C14 -2.466 -5.725 1.245  -0.63
C15 -1.846 -4.354 1.177  -0.66
Br9 -0.819 -4.115 -0.456  -0.09
H26 -1.784 -6.516 0.947  0.38
H27 -2.836 -5.927 2.249  0.40
H28 -1.128 -4.219 1.985  0.43
H29 -2.579 -3.551 1.210  0.30

Summary:
* E_HOMO: -0.1739 hartree
* strongest force on any atom: 0.089 Eh/bohr
* net charge: -1

2.
ORCA calculation (the ωB97M-V functional and the def2-TZVPD basis) on C18H25N3O2 in the gas phase.

Each line ends with the Mulliken charge.
Element x y z (Å)
O1 -3.543 -1.648 2.014  -0.68
C1 -3.787 -1.521 0.836  0.51
C2 -4.007 -2.637 -0.178  -0.64
C3 -3.942 -1.933 -1.533  -0.60
C4 -4.296 -0.479 -1.202  -0.54
N1 -3.925 -0.344 0.187  0.20
C5 -3.924 0.929 0.871  -1.24
C6 -2.541 1.343 1.385  -1.00
C7 -1.500 1.579 0.284  0.75
C8 -0.801 0.281 -0.133  0.39
C9 0.264 0.583 -1.190  -1.63
N2 1.238 1.517 -0.677  0.18
C10 2.496 1.253 -0.200  0.77
O2 3.214 2.146 0.203  -0.71
N3 2.876 -0.070 -0.244  0.08
C11 4.131 -0.615 0.032  0.73
C12 5.270 0.156 0.245  -0.44
C13 6.481 -0.463 0.494  -0.62
C14 6.581 -1.843 0.532  -0.49
C15 5.450 -2.612 0.318  -0.55
C16 4.234 -2.005 0.069  -0.49
C17 0.634 2.786 -0.325  -1.21
C18 -0.436 2.579 0.750  -0.81
H1 -4.992 -3.068 0.009  0.36
H2 -3.267 -3.426 -0.058  0.30
H3 -2.930 -1.989 -1.937  0.21
H4 -4.623 -2.362 -2.264  0.40
H5 -5.372 -0.292 -1.329  0.45
H6 -3.749 0.237 -1.822  0.27
H7 -4.598 0.859 1.733  0.41
H8 -4.313 1.681 0.182  0.49
H9 -2.187 0.576 2.073  0.40
H10 -2.675 2.266 1.953  0.38
H11 -2.002 2.003 -0.595  0.07
H12 -1.520 -0.434 -0.529  -0.30
H13 -0.328 -0.167 0.744  0.30
H14 0.737 -0.330 -1.553  0.51
H15 -0.215 1.060 -2.056  0.28
H16 2.160 -0.761 -0.401  0.03
H17 5.195 1.229 0.224  0.45
H18 7.359 0.145 0.660  0.36
H19 7.531 -2.318 0.728  0.37
H20 5.512 -3.691 0.344  0.36
H21 3.353 -2.612 -0.099  0.30
H22 1.426 3.441 0.038  0.48
H23 0.188 3.227 -1.223  0.39
H24 -0.899 3.539 0.983  0.47
H25 0.041 2.203 1.657  0.31

Summary:
* SMILES: O=C1CCCN1CCC1CCN(C(=O)Nc2ccccc2)CC1
* E_HOMO: -0.3012 hartree
* strongest force on any atom: 0.011 Eh/bohr
* net charge: 0
* relative energy (zero: lowest compared OMol25 entry of this formula, charge and spin): 10.7 kcal/mol

3.
ORCA calculation (the ωB97M-V functional and the def2-TZVPD basis) on 2 unconnected molecules or ions with the total composition C4H8O.

Each line ends with the Mulliken charge.
Element x y z (Å)
C1 0.540 0.944 0.823  -0.82
C2 -0.502 0.743 0.019  -0.13
C3 -1.634 -0.198 0.320  -1.00
H1 1.357 1.602 0.540  0.32
H2 0.641 0.409 1.766  0.32
H3 -0.532 1.264 -0.939  0.40
H4 -2.411 0.322 0.890  0.32
H5 -1.296 -1.052 0.917  0.29
H6 -2.099 -0.584 -0.593  0.32
C4 1.486 -0.861 -0.936  -0.06
O1 2.360 -0.238 -1.483  -0.45
H7 0.478 -1.003 -1.377  0.22
H8 1.611 -1.349 0.052  0.28

Summary:
* SMILES: C=CC.C=O
* E_HOMO: -0.3612 hartree
* strongest force on any atom: 0.009 Eh/bohr
* net charge: 0
* relative energy (zero: lowest compared OMol25 entry of this formula, charge and spin): 41.0 kcal/mol

4.
ORCA calculation (the ωB97M-V functional and the def2-TZVPD basis) on C13H13N in the gas phase.

Each line ends with the Mulliken charge.
Element x y z (Å)
N1 -0.317 -2.304 0.962  -0.69
C1 -0.124 -1.126 1.739  -0.56
C2 0.787 -0.057 1.361  0.41
C3 1.835 0.376 2.251  -0.98
C4 2.614 1.537 1.989  -0.60
C5 2.602 2.148 0.700  -0.71
C6 1.624 1.609 -0.149  -0.01
C7 0.701 0.643 0.180  0.32
C8 -0.330 0.130 -0.737  0.10
C9 -0.038 -0.702 -1.722  -0.21
C10 -1.036 -1.089 -2.819  -0.55
C11 -2.317 -0.593 -2.665  -0.41
C12 -2.535 0.354 -1.714  -0.33
C13 -1.600 0.849 -0.841  -0.29
H1 -0.832 -1.939 0.105  0.27
H2 -0.969 -2.959 1.398  0.29
H3 0.002 -1.338 2.831  0.48
H4 -1.046 -0.536 1.907  0.32
H5 1.863 -0.165 3.164  0.39
H6 3.282 1.771 2.743  0.44
H7 3.137 3.170 0.506  0.26
H8 1.548 2.113 -1.131  0.34
H9 0.735 -1.397 -1.643  0.38
H10 -1.151 -2.001 -3.364  0.33
H11 -2.975 -0.985 -3.390  0.43
H12 -3.520 0.750 -1.428  0.27
H13 -1.940 1.743 -0.235  0.31

Summary:
* SMILES: NCc1ccccc1-c1ccccc1
* E_HOMO: -0.3238 hartree
* strongest force on any atom: 0.124 Eh/bohr
* net charge: 0
* relative energy (zero: lowest compared OMol25 entry of this formula, charge and spin): 38.7 kcal/mol

5.
ORCA calculation (the ωB97M-V functional and the def2-TZVPD basis) on 2 unconnected molecules or ions with the total composition C2BrF2IO.

Each line ends with the Mulliken charge.
Element x y z (Å)
C1 -2.131 1.112 -0.683  0.11
C2 1.470 -0.265 0.220  0.38
O1 -0.970 1.041 -0.670  -0.18
F1 2.530 0.383 -0.237  -0.16
F2 1.275 0.037 1.500  -0.16
Br1 1.414 -2.095 -0.175  -0.06
I1 -3.587 -0.214 0.046  0.07

Summary:
* E_HOMO (alpha / beta): -0.3210 / -0.3322 hartree
* strongest force on any atom: 0.050 Eh/bohr
* net charge: 0
* relative energy (zero: lowest compared OMol25 entry of this formula, charge and spin): 62.8 kcal/mol

6.
ORCA calculation (the ωB97M-V functional and the def2-TZVPD basis) on a molecular structure, C3H3MgMnO4.

Each line ends with the Mulliken charge.
Element x y z (Å)
O1 -2.191 0.546 0.015  -0.73
C1 -2.118 -0.696 0.338  0.24
O2 -2.691 -1.188 1.310  -0.61
Mg1 -0.788 1.805 -0.549  0.41
O3 0.517 0.257 -0.929  -0.40
C2 0.547 -0.971 -0.444  -0.28
C3 1.818 -1.185 0.380  -0.07
O4 2.482 -0.059 0.835  -0.82
Mn1 1.806 1.562 0.083  0.28
H1 2.468 -1.811 -0.275  0.28
H2 1.507 -1.859 1.211  0.28
H3 -1.411 -1.540 -0.297  0.42

Summary:
* E_HOMO (alpha / beta): -0.1139 / -0.1166 hartree
* 2S+1: 6
* strongest force on any atom: 0.069 Eh/bohr
* net charge: -1

7.
ORCA calculation (the ωB97M-V functional and the def2-TZVPD basis) on a molecular structure, C30H21N3O2PtS.

Each line ends with the Mulliken charge.
Element x y z (Å)
Pt1 0.391 -0.122 -0.726  0.33
C1 4.108 0.441 -0.995  -1.10
O1 3.104 0.076 -0.069  -0.23
C2 3.003 0.796 1.081  0.47
C3 4.046 1.564 1.581  -0.53
C4 3.940 2.166 2.827  -0.70
C5 2.802 1.982 3.594  -0.90
C6 1.752 1.232 3.096  0.18
C7 1.813 0.675 1.824  0.29
N1 0.712 -0.032 1.278  -0.08
N2 -0.184 -0.346 2.123  -0.14
C8 -1.185 -1.188 1.812  -0.08
C9 -1.136 -2.109 0.723  0.91
O2 -0.218 -2.190 -0.159  -0.82
C10 -2.200 -3.087 0.653  -0.80
C11 -3.202 -3.133 1.554  -0.94
C12 -3.252 -2.242 2.673  0.94
C13 -4.276 -2.335 3.626  -0.86
C14 -4.296 -1.497 4.716  -0.52
C15 -3.282 -0.545 4.860  -0.73
C16 -2.278 -0.433 3.926  -0.38
C17 -2.233 -1.284 2.811  0.57
H1 4.063 1.510 -1.222  0.45
H2 3.903 -0.131 -1.898  0.24
H3 5.105 0.184 -0.627  0.39
H4 4.956 1.671 1.010  0.39
H5 4.763 2.759 3.201  0.38
H6 2.723 2.426 4.577  0.40
H7 0.858 1.084 3.683  0.36
H8 -2.150 -3.766 -0.187  0.44
H9 -3.999 -3.859 1.448  0.35
H10 -5.050 -3.080 3.489  0.38
H11 -5.084 -1.573 5.452  0.39
H12 -3.288 0.120 5.714  0.39
H13 -1.516 0.323 4.044  0.36
S1 -0.598 1.061 -4.905  -0.34
C18 -0.045 -0.590 -4.978  0.56
C19 0.122 -1.412 -6.087  -0.55
C20 0.585 -2.696 -5.875  -0.48
C21 0.869 -3.161 -4.586  -0.68
C22 0.698 -2.353 -3.481  -0.59
C23 0.246 -1.053 -3.691  0.02
N3 0.016 -0.111 -2.709  0.27
C24 -0.404 1.036 -3.191  1.05
C25 -0.545 2.121 -2.247  0.37
C26 -1.062 3.377 -2.548  -0.80
C27 -1.149 4.325 -1.547  -0.69
C28 -0.725 3.997 -0.262  -0.96
C29 -0.213 2.744 0.037  0.11
C30 -0.099 1.767 -0.953  -0.33
H14 -0.103 -1.058 -7.084  0.40
H15 0.727 -3.355 -6.720  0.38
H16 1.219 -4.175 -4.453  0.41
H17 0.891 -2.704 -2.476  0.48
H18 -1.403 3.606 -3.551  0.39
H19 -1.546 5.308 -1.757  0.38
H20 -0.797 4.739 0.524  0.42
H21 0.101 2.532 1.051  0.38

Summary:
* E_HOMO (alpha / beta): -0.2618 / -0.2619 hartree
* strongest force on any atom: 0.025 Eh/bohr
* net charge: 0
* relative energy (zero: lowest compared OMol25 entry of this formula, charge and spin): 0.0 kcal/mol

8.
ORCA calculation (the ωB97M-V functional and the def2-TZVPD basis) on 2 unconnected molecules or ions with the total composition C3H10N3O.

Each line ends with the Mulliken charge.
Element x y z (Å)
C1 -2.106 -0.233 0.164  0.38
C2 2.685 0.934 -0.650  -0.82
C3 -4.078 0.653 -0.633  -0.62
N1 -1.093 -0.781 0.177  -0.45
N2 1.396 0.460 -0.311  -0.35
N3 1.377 -0.848 0.239  -0.16
O1 -3.284 0.010 0.390  -0.28
H1 3.192 1.336 0.291  0.28
H2 3.371 0.142 -1.078  0.29
H3 2.919 1.908 -1.141  0.34
H4 -3.469 1.128 -1.441  0.35
H5 -4.542 1.447 -0.167  0.28
H6 -4.742 -0.052 -0.942  0.29
H7 0.646 0.535 -1.013  0.28
H8 2.122 -1.528 -0.212  0.41
H9 1.725 -0.617 1.286  0.41
H10 0.425 -1.201 0.232  0.37

Summary:
* E_HOMO: -0.5158 hartree
* strongest force on any atom: 0.122 Eh/bohr
* net charge: +1
* relative energy (zero: lowest compared OMol25 entry of this formula, charge and spin): 123.8 kcal/mol

> Among the records above, which one has the highest net charge?

C3H10N3O